Computed, not measured: 2 unconnected molecules or ions with the total composition C3H4N2S at a distorted geometry, with ωB97M-V with the def2-TZVPD basis set.

```
10
Properties=species:S:1:pos:R:3:forces:R:3:lowdin_charge:R:1
C -2.085 -0.543 -0.442 -1.7698 0.2369 -0.2233 0.0026
C -0.804 -0.554 -0.415 0.0897 -0.2117 -0.0641 -0.2666
C 3.502 0.425 0.070 1.5523 -0.0956 1.6186 -0.8735
N 2.680 1.271 -0.103 2.1819 0.9558 -0.0516 0.1245
N 0.385 -0.355 -0.474 0.4820 0.8017 1.2138 0.1400
S 4.675 -0.462 0.639 -0.1332 -0.2085 -0.5756 0.6734
H -2.387 0.273 -1.121 -0.5064 -0.5495 0.4959 0.0797
H -2.792 -1.212 0.070 0.6215 0.5260 -0.3908 0.0707
H 1.813 0.982 -0.384 -3.3214 -0.3996 -0.7823 -0.0243
H 0.867 -0.797 -1.204 0.8035 -1.0556 -1.2406 0.0734
```
Forces are in eV/Å.

As for the HOMO energy: -9.3299 eV. As for the HOMO-LUMO gap: 9.92 eV. The SMILES is C=C=N.N=C=S. As for the charge: 0. The energy relative to the best compared isomer or geometry (same formula, charge and spin) comes out at 238.81 kJ/mol. The calculation puts the energy at -16989.0161 eV.

***

Computed, not measured: a single C3H4N2S molecule at a distorted geometry, with ωB97M-V with the def2-TZVPD basis set.

```
10
Properties=species:S:1:pos:R:3:forces:R:3:lowdin_spin:R:1
C -2.505 0.342 -0.249 0.3474 0.2461 -0.0171 0.1069
C -1.290 0.978 -0.283 -0.1539 0.0317 1.0781 0.5626
C 1.548 0.652 0.047 0.0785 -2.7413 -0.0852 0.0408
N -3.533 -0.188 -0.202 -1.0846 -0.4274 0.0263 0.2792
N 0.547 -1.559 0.026 -2.1623 -2.2931 1.9005 0.6768
S -0.027 -0.158 -0.493 2.8978 1.4116 -1.9083 0.3164
H 2.245 -0.264 0.039 -0.5521 2.0482 -0.7601 0.0015
H 1.436 0.799 1.079 -0.5543 0.3890 1.6494 0.0025
H 1.794 1.589 -0.365 0.3304 0.6517 -1.1387 -0.0004
H -0.216 -2.193 0.403 0.8530 0.6835 -0.7449 0.0137
```
Forces are in eV/Å.

As for the HOMO energy (spin up / spin down): -8.2522 / -9.4461 eV. As for the spin multiplicity: 3. As for the HOMO-LUMO gap (spin up / spin down): 8.50 / 6.69 eV. As for the charge: 0. The energy relative to the best compared isomer or geometry (same formula, charge and spin) comes out at 319.50 kJ/mol. The calculation puts the energy at -16984.4072 eV. The expectation value of S² is 2.026.

***

Computed, not measured: a gas-phase ion, C3H4N2S (charge +2) at a distorted geometry, with ωB97M-V with the def2-TZVPD basis set.

```
10
Properties=species:S:1:pos:R:3:forces:R:3:lowdin_charge:R:1
C 0.238 -0.487 -2.271 -6.6365 0.7452 4.8348 0.0878
C -0.159 -0.080 -0.179 -0.6396 0.1339 2.0080 -0.3633
C -0.815 0.180 1.151 -3.8136 3.3967 -3.2947 0.0680
N -0.828 -0.457 -1.230 4.0367 -1.0082 -6.0725 0.2408
N 1.215 0.001 -0.350 2.3319 1.1193 2.0508 -0.1139
S 1.793 -0.387 -1.848 2.1981 -0.3571 0.0367 1.3836
H -2.037 0.118 0.971 3.0797 0.2710 0.1756 0.2065
H -0.633 1.252 1.461 0.0778 -1.2571 -0.0062 0.1449
H -0.704 -0.537 1.862 1.1629 -2.1691 2.2076 0.0726
H 1.928 0.398 0.433 -1.7974 -0.8745 -1.9402 0.2731
```
Forces are in eV/Å.

As for the HOMO energy (spin up / spin down): -22.2363 / -22.2848 eV. As for the HOMO-LUMO gap (spin up / spin down): 5.89 / 7.19 eV. As for the charge: +2. The energy relative to the best compared isomer or geometry (same formula, charge and spin) comes out at 227.23 kJ/mol. The calculation puts the energy at -16963.3789 eV.